[1]
Entry from OMol25: a single C5H9ClN2 molecule in a non-equilibrium geometry (the ωB97M-V functional and the def2-TZVPD basis).

```
17
Properties=species:S:1:pos:R:3:nbo_charge:R:1
C -0.20141 -0.90880 0.75929 -0.061
C 0.88570 0.29411 1.29624 -0.463
C 1.28822 0.88377 0.10956 -0.073
C 0.56435 0.53529 -1.05953 -0.120
C -0.66197 -0.25221 -0.54991 -0.208
H 0.74846 -2.27590 -0.55831 0.385
H 0.87493 -2.55517 1.36499 0.345
H -0.95871 -1.06327 1.49983 0.214
H 1.70848 -0.01081 2.02132 0.237
H 0.28480 1.13364 1.87470 0.242
H 1.89383 1.92053 -0.01959 0.228
H 2.38282 -0.11826 -1.82252 0.389
H 0.36967 1.15973 -2.00911 0.218
H -0.96177 -0.93454 -1.50281 0.247
N 0.15778 -2.32952 0.36019 -0.820
N 1.73931 -0.21592 -0.93531 -0.684
Cl -1.81597 1.01466 -0.00921 -0.075
```

Results
* energy above the lowest of the compared OMol25 structures with the same formula, charge and spin: 100.5 kcal/mol
* HOMO energy: -9.064 eV
* SMILES: N[C@H]1C[C@H]2N[C@H]2[C@@H]1Cl
* maximum force: 8.7 eV/A
* frontier orbital gap: 9.879 eV

[2]
Entry from OMol25: a 2-piece molecular cluster, C5H9ClN2O2S overall in a non-equilibrium geometry (the ωB97M-V functional and the def2-TZVPD basis).

```
20
Properties=species:S:1:pos:R:3:nbo_charge:R:1
C 0.71020 1.01331 -0.40409 -0.389
C 1.06184 -0.48178 -0.41862 -0.419
C -0.60771 1.26453 0.34615 -0.511
C -0.08516 -1.34467 0.11231 -0.229
C -1.65529 0.38044 -0.21999 0.527
N -1.37548 -0.89581 -0.36998 -0.438
N -2.78992 0.99236 -0.86620 0.478
O -2.92160 2.18467 -0.71344 -0.336
O -3.46614 0.30126 -1.59486 -0.338
S -2.55019 -2.07987 -0.64813 0.184
Cl -3.60493 -0.09065 1.57601 -0.616
H 1.50247 1.59100 0.06847 0.230
H 0.59564 1.37707 -1.42636 0.214
H 1.30143 -0.79527 -1.43443 0.220
H 1.93612 -0.68041 0.19987 0.228
H -0.48369 1.03077 1.40608 0.257
H -0.92302 2.30372 0.25161 0.281
H 0.03625 -2.38506 -0.19372 0.242
H -0.11088 -1.30864 1.20617 0.224
H -3.40491 -1.37337 0.25123 0.192
```

Results
* energy above the lowest of the compared OMol25 structures with the same formula, charge and spin: 0.5 kcal/mol
* HOMO energy: -9.157 eV
* maximum force: 2.1 eV/A
* frontier orbital gap: 7.495 eV

[3]
Entry from OMol25: a single C5H9ClO molecule in a non-equilibrium geometry (the ωB97M-V functional and the def2-TZVPD basis).

```
16
Properties=species:S:1:pos:R:3:nbo_charge:R:1
C -2.11850 -1.78775 -0.05310 -0.640
C -1.09081 -0.58549 0.13555 -0.002
C -1.79112 0.67305 -0.38432 -0.115
C 0.08596 -0.58967 0.57680 -0.228
C 1.15742 0.51416 0.56559 -0.369
H -2.09006 -2.09714 -1.12538 0.226
H -1.81993 -2.70528 0.51987 0.230
H -3.13738 -1.35546 0.26786 0.215
H -1.44487 0.65418 -1.45121 0.191
H -2.82013 0.30802 -0.46967 0.175
H -1.70364 2.37183 0.81308 0.477
H 0.56894 -1.57899 0.76980 0.203
H 1.36385 0.92457 1.58070 0.219
H 0.81628 1.37249 0.11151 0.228
O -1.42113 2.01925 -0.07207 -0.721
Cl 2.59872 -0.19965 -0.32254 -0.086
```

Results
* energy above the lowest of the compared OMol25 structures with the same formula, charge and spin: 55.9 kcal/mol
* HOMO energy: -9.681 eV
* SMILES: C/C(=C/CCl)CO
* maximum force: 6.5 eV/A
* frontier orbital gap: 10.345 eV

[4]
Entry from OMol25: a single C5H9ClO2S molecule in a non-equilibrium geometry (the ωB97M-V functional and the def2-TZVPD basis).

```
18
Properties=species:S:1:pos:R:3:nbo_charge:R:1
C -0.92345 -0.67083 -0.27138 0.045
C 0.26848 -0.43812 0.62780 -0.355
C 0.78411 1.04337 0.48772 -0.401
C -0.82299 -0.90692 -1.71220 -0.707
C 1.42009 -1.40861 0.38067 -0.603
O -1.29197 1.54946 2.03670 -0.914
O -1.28429 2.58443 -0.19235 -0.906
S -0.54896 2.08653 0.93777 2.062
Cl 0.48727 3.68813 1.66576 -0.231
H -1.88673 -0.41526 0.14435 0.206
H -0.07247 -0.51845 1.66256 0.246
H 1.12397 1.34789 -0.49184 0.206
H -1.67195 -0.49729 -2.25331 0.239
H -0.81235 -1.98989 -1.87495 0.243
H 0.10779 -0.52452 -2.12817 0.227
H 1.12135 -2.42220 0.63067 0.217
H 2.25897 -1.12048 1.00598 0.224
H 1.74314 -1.38727 -0.65579 0.202
```

Results
* energy above the lowest of the compared OMol25 structures with the same formula, charge and spin: 71.1 kcal/mol
* HOMO energy (alpha / beta): -8.484 / -9.804 eV
* maximum force: 2.9 eV/A
* frontier orbital gap (alpha / beta): 6.728 / 9.369 eV

[5]
Entry from OMol25: a single C5H9ClOS molecule in a non-equilibrium geometry (the ωB97M-V functional and the def2-TZVPD basis).

```
17
Properties=species:S:1:pos:R:3:lowdin_spin:R:1
C 0.95123 0.06436 1.40740 0.012
C 2.63294 1.32578 0.22751 0.651
C -0.45155 0.15171 0.85090 0.005
C 3.22570 0.38813 -0.47339 0.753
C -2.76981 -0.95519 -0.36560 0.001
O 1.57414 1.27802 0.99956 0.295
S -1.25919 -1.46164 0.61357 0.004
Cl 3.03142 -1.33997 -0.64335 0.203
H 0.94125 -0.06674 2.45633 0.006
H 1.39429 -0.86359 0.88339 0.000
H 2.95132 2.35295 0.13940 0.038
H -0.33171 0.72740 -0.12021 0.000
H -1.05496 0.67342 1.49289 0.000
H 4.01488 0.63903 -1.13305 0.033
H -3.65696 -0.93752 0.22934 0.000
H -2.94517 -1.67301 -1.10712 0.000
H -2.61224 0.13051 -0.72685 0.000
```

Results
* energy above the lowest of the compared OMol25 structures with the same formula, charge and spin: 39.8 kcal/mol
* HOMO energy (alpha / beta): -4.454 / -8.721 eV
* multiplicity: 3
* maximum force: 11.3 eV/A
* frontier orbital gap (alpha / beta): 5.323 / 6.968 eV

[6]
Entry from OMol25: C5H9CuO5 as an isolated structure in a non-equilibrium geometry (the ωB97M-V functional and the def2-TZVPD basis).

```
20
Properties=species:S:1:pos:R:3:lowdin_spin:R:1
C -2.58140 1.77398 0.51307 0.030
C -1.78642 0.61516 -0.03832 0.012
O -0.36919 0.85290 -0.08714 0.154
Cu 0.34049 2.54657 0.40834 0.717
H -3.64880 1.51700 0.49970 0.002
H -2.31389 1.97504 1.56086 0.009
H -2.46422 2.68023 -0.10114 0.014
H -2.11919 0.37852 -1.06035 0.001
H -1.98098 -0.28677 0.56294 0.001
C 0.54832 -0.52442 -0.31046 0.024
C 1.99937 -0.27646 0.08483 0.025
O 2.84355 -1.34238 -0.28007 0.036
C 2.51075 -2.57808 0.25492 0.015
O 1.31108 -2.64609 0.63854 0.519
O 3.28438 -3.49463 -0.01841 0.396
O 0.43905 -0.51849 -1.68005 0.010
H -0.09869 -1.12519 0.33857 0.008
H 2.02412 -0.08929 1.16678 0.009
H 2.41328 0.55699 -0.50511 0.017
H -0.35163 -0.01459 -1.94754 0.001
```

Results
* energy above the lowest of the compared OMol25 structures with the same formula, charge and spin: 49.7 kcal/mol
* HOMO energy (alpha / beta): -5.614 / -8.633 eV
* multiplicity: 3
* maximum force: 5.0 eV/A
* frontier orbital gap (alpha / beta): 6.005 / 4.113 eV

[7]
Entry from OMol25: C5H9DyMgO3 as an isolated structure in a non-equilibrium geometry (the ωB97M-V functional and the def2-TZVPD basis).

```
19
Properties=species:S:1:pos:R:3:lowdin_spin:R:1
O -2.53459 1.65197 0.33653 0.028
Mg -4.12822 0.46325 0.12878 0.109
C -0.68873 2.88740 1.15155 0.002
C -1.31759 1.76602 0.73916 0.002
O -0.62874 0.55268 0.58607 0.025
C 0.79047 0.54789 0.48525 0.001
C 1.19603 -0.87008 0.16947 0.003
O 0.40682 -1.32020 -0.92967 0.037
C 0.89006 -2.51588 -1.53318 0.012
Dy -1.89776 -0.92590 -0.93031 5.774
H 0.25390 3.21557 0.72263 0.000
H -1.00190 3.33111 2.09458 0.000
H 1.23996 0.86021 1.43726 0.000
H 1.11415 1.23559 -0.30906 0.000
H 1.02781 -1.53648 1.02956 0.000
H 2.26164 -0.89498 -0.09922 0.000
H 0.14613 -2.83790 -2.26969 0.005
H 1.84439 -2.31252 -2.03761 0.000
H 1.02617 -3.29776 -0.77209 0.000
```

Results
* energy above the lowest of the compared OMol25 structures with the same formula, charge and spin: 19.0 kcal/mol
* HOMO energy (alpha / beta): -9.778 / -10.079 eV
* net charge: +1
* multiplicity: 7
* maximum force: 2.0 eV/A
* frontier orbital gap (alpha / beta): 6.282 / 5.734 eV

[8]
Entry from OMol25: C5H9DyMgO4 as an isolated structure in a non-equilibrium geometry (the ωB97M-V functional and the def2-TZVPD basis).

```
20
Properties=species:S:1:pos:R:3:lowdin_spin:R:1
O -1.51953 0.42402 -1.69927 0.001
C -1.60955 1.78529 -1.52737 0.001
C -0.65989 2.31228 -0.46272 0.007
O 0.64435 1.74951 -0.65146 0.061
C 1.34098 2.19961 -1.81024 0.013
Dy 1.81972 0.52941 0.98702 5.822
H -2.61201 2.17908 -1.26859 0.000
H -1.32216 2.25966 -2.48811 0.000
H -1.01913 2.04085 0.54003 0.002
H -0.58940 3.41081 -0.51022 0.000
H 2.39343 1.89954 -1.74900 0.007
H 0.92483 1.71929 -2.70570 0.000
H 1.27007 3.29453 -1.88188 0.000
O -1.36874 -2.81109 -0.00274 0.002
C -0.73541 -3.20595 1.02969 -0.002
C 0.32438 -2.20957 1.49080 0.012
O 0.32998 -0.98137 0.81148 0.054
Mg -0.88082 -1.01355 -0.70870 0.016
H 1.29437 -2.74408 1.46016 0.002
H 0.12832 -2.01480 2.56499 0.001
```

Results
* energy above the lowest of the compared OMol25 structures with the same formula, charge and spin: 0.0 kcal/mol
* HOMO energy (alpha / beta): -9.613 / -9.615 eV
* net charge: +1
* multiplicity: 7
* maximum force: 2.5 eV/A
* frontier orbital gap (alpha / beta): 5.603 / 4.035 eV

[9]
Entry from OMol25: C5H9F2O4SSi as an isolated structure in a non-equilibrium geometry (the ωB97M-V functional and the def2-TZVPD basis).

```
22
Properties=species:S:1:pos:R:3:nbo_charge:R:1
C 0.10599 -1.60828 -3.17558 0.723
C -0.63050 -0.38763 -2.58472 0.391
C -0.58691 1.99586 0.63628 -1.140
C 1.35623 0.36208 2.60717 -1.065
C -1.11004 -1.33234 1.65170 -1.181
O -0.08899 -2.44528 -3.93448 -0.345
O 1.52709 1.29336 -2.21728 -0.800
O 0.93080 -0.23036 -0.39281 -0.933
O 1.44108 -1.25830 -2.56611 -0.659
F -1.36875 0.49602 -3.19446 -0.234
F -1.38952 -0.83205 -1.48366 -0.328
Si -0.24009 0.25277 1.35268 1.826
S 0.99969 0.09847 -1.77050 2.325
H -1.33798 2.55872 1.05489 0.275
H 0.23453 2.76048 0.57723 0.294
H -0.95012 1.83499 -0.36172 0.238
H 1.87788 -0.52685 2.89685 0.257
H 2.03308 1.02748 1.99302 0.247
H 1.06766 0.85825 3.51708 0.257
H -0.36045 -2.04333 1.58388 0.272
H -1.43516 -1.26647 2.71779 0.290
H -2.07553 -1.60759 1.09275 0.289
```

Results
* energy above the lowest of the compared OMol25 structures with the same formula, charge and spin: 38.5 kcal/mol
* HOMO energy: -14.921 eV
* net charge: +1
* maximum force: 4.6 eV/A
* frontier orbital gap: 10.706 eV

[10]
Entry from OMol25: a single C5H9FN2 molecule in a non-equilibrium geometry (the ωB97M-V functional and the def2-TZVPD basis).

```
17
Properties=species:S:1:pos:R:3:nbo_charge:R:1
C 1.02976 -2.34546 1.14486 -0.641
C 0.81812 -0.88951 0.74974 0.175
C 1.34483 0.10839 1.46105 -0.477
C -0.84690 0.20292 -0.91215 0.422
C -1.12544 1.39510 -0.05190 -0.013
H 1.62383 -2.42780 2.05839 0.228
H 0.11257 -2.81727 1.28652 0.214
H 1.57883 -2.88201 0.35455 0.212
H 1.30232 1.18665 1.16401 0.228
H 1.81910 -0.10085 2.43238 0.201
H 0.19168 -1.54069 -1.02194 0.381
H -1.23189 -0.73432 -2.62337 0.348
H -1.99019 1.91362 -0.50768 0.204
H -1.28771 1.13383 0.99759 0.189
N 0.17841 -0.69862 -0.48734 -0.628
N -1.47928 0.00215 -1.99144 -0.685
F -0.03719 2.25727 -0.12651 -0.359
```

Results
* energy above the lowest of the compared OMol25 structures with the same formula, charge and spin: 22.2 kcal/mol
* HOMO energy: -8.517 eV
* SMILES: [H]/N=C(/CF)NC(=C)C
* maximum force: 2.6 eV/A
* frontier orbital gap: 9.360 eV

[11]
Entry from OMol25: a 2-piece molecular cluster, C5H9FN3O2 overall in a non-equilibrium geometry (the ωB97M-V functional and the def2-TZVPD basis).

```
20
Properties=species:S:1:pos:R:3:nbo_charge:R:1
C 0.10229 -0.18406 -0.16707 0.595
C -1.98131 -1.11395 -0.02555 -0.223
C -2.06280 0.49217 -0.05020 -0.235
C 3.05195 1.29218 0.04712 -0.057
C 2.58474 0.07556 0.65710 0.139
N -0.57324 -1.32449 -0.12375 -0.590
N -0.66132 0.85520 0.02808 -0.604
N 2.89384 -1.19015 0.11778 0.418
O 3.65030 -1.13640 -0.86913 -0.328
O 2.46298 -2.22068 0.59677 -0.329
F 2.05617 2.22493 -0.12862 -0.338
H -2.27468 -1.72810 0.79020 0.234
H -2.42559 -1.49093 -0.91842 0.219
H -2.62041 0.72538 -0.94712 0.231
H -2.57409 1.02722 0.73578 0.241
H 3.73016 1.63853 0.71739 0.220
H 3.50551 1.23732 -0.87583 0.237
H 2.14949 -0.01741 1.69118 0.262
H -0.34654 -2.21475 -0.44297 0.443
H -0.16847 1.75163 -0.15125 0.467
```

Results
* energy above the lowest of the compared OMol25 structures with the same formula, charge and spin: 116.6 kcal/mol
* HOMO energy (alpha / beta): -14.446 / -14.435 eV
* net charge: +1
* maximum force: 4.4 eV/A
* frontier orbital gap (alpha / beta): 7.335 / 7.845 eV

[12]
Entry from OMol25: C5H9HoO3 as an isolated structure in a non-equilibrium geometry (the ωB97M-V functional and the def2-TZVPD basis).

```
18
Properties=species:S:1:pos:R:3:lowdin_spin:R:1
H -3.37365 -4.14719 1.80574 0.000
O -2.11871 -1.66749 0.59329 -0.005
C -3.00315 -2.15438 1.29457 0.001
H -3.33057 -1.61077 2.19946 0.000
H -4.73528 -3.30405 1.08271 0.000
C -3.64525 -3.44331 1.00285 0.000
H -3.36593 -3.83291 0.01982 0.000
C 0.47460 2.30062 -0.18179 -0.040
O 0.38780 3.28302 0.52012 -0.011
Ho -0.81355 0.35069 0.52227 4.083
O 1.59376 1.45556 0.09094 -0.023
C 2.92398 1.57164 -0.41146 -0.002
C 3.03226 2.00525 -1.85680 -0.001
H 3.33732 0.56435 -0.27523 0.000
H 3.41511 2.29805 0.24935 -0.001
H 2.38923 1.38572 -2.49653 0.000
H 4.07016 1.88115 -2.19514 0.000
H 2.76188 3.06405 -1.96417 0.000
```

Results
* energy above the lowest of the compared OMol25 structures with the same formula, charge and spin: 0.0 kcal/mol
* HOMO energy (alpha / beta): -16.499 / -16.542 eV
* net charge: +2
* multiplicity: 5
* maximum force: 3.2 eV/A
* frontier orbital gap (alpha / beta): 5.665 / 5.952 eV

[13]
Entry from OMol25: an isolated ion of composition C5H9IN and charge +1 in a non-equilibrium geometry (the ωB97M-V functional and the def2-TZVPD basis).

```
16
Properties=species:S:1:pos:R:3:nbo_charge:R:1
C -0.91568 -0.41450 0.98340 -0.508
C 0.36753 -1.07982 -0.99896 -0.521
C -0.87454 0.91790 0.23069 -0.228
C -0.36482 -1.53011 0.19632 -0.017
C 1.38583 0.36705 -0.96917 0.025
N 0.50081 1.35326 -0.20881 -0.617
I 3.16460 0.00916 0.14567 0.260
H -0.36015 -0.35557 1.93213 0.246
H -1.95057 -0.60983 1.28459 0.275
H 0.97399 -1.85978 -1.45007 0.259
H -0.33438 -0.71345 -1.74794 0.230
H -1.50004 0.84420 -0.66062 0.231
H -1.27701 1.70823 0.86749 0.248
H -0.19748 -2.49550 0.64106 0.226
H 0.37282 2.14385 -0.85297 0.450
H 1.00911 1.71491 0.60719 0.442
```

Results
* energy above the lowest of the compared OMol25 structures with the same formula, charge and spin: 87.1 kcal/mol
* HOMO energy (alpha / beta): -12.153 / -13.392 eV
* net charge: +1
* maximum force: 4.4 eV/A
* frontier orbital gap (alpha / beta): 6.122 / 9.050 eV

[14]
Entry from OMol25: C5H9IN as an isolated structure in a non-equilibrium geometry (the ωB97M-V functional and the def2-TZVPD basis).

```
16
Properties=species:S:1:pos:R:3:lowdin_spin:R:1
C 2.23621 1.01992 -1.42096 0.074
C 1.19087 0.66839 -0.91947 0.082
C -0.02135 0.52331 1.60366 0.022
C -1.50855 0.28997 -0.45406 0.405
C -0.17379 -0.01484 0.22838 0.089
N 0.08630 -1.57048 0.22792 0.012
I -1.40077 -0.16958 -2.61356 1.268
H 2.80349 1.38801 -2.23048 0.002
H 1.00782 0.19655 1.88228 0.007
H -0.84567 0.30889 2.18832 0.005
H 0.21574 1.62627 1.71387 0.001
H -1.80090 1.32161 -0.41083 0.006
H -2.23709 -0.30563 -0.06342 0.018
H -0.78122 -2.00462 0.08728 0.001
H 0.69340 -1.77783 0.96190 0.001
H 0.53550 -1.49991 -0.78083 0.007
```

Results
* energy above the lowest of the compared OMol25 structures with the same formula, charge and spin: 60.1 kcal/mol
* HOMO energy (alpha / beta): -9.809 / -14.187 eV
* net charge: +1
* multiplicity: 3
* maximum force: 6.8 eV/A
* frontier orbital gap (alpha / beta): 6.557 / 6.732 eV